Version i
Computed, not measured: one molecule with the formula CH3NOS, with the ωB97M-V functional and the def2-TZVPD basis.

Computed properties:
multiplicity = 1
frontier orbital gap = 10.58 eV
E_LUMO = 0.025 Eh

Last column: Löwdin charge in e.
Geometry (Å):
C: 0.680 0.088 0.547  -0.16
N: -0.198 0.932 0.270  -0.28
O: -2.157 -1.068 0.020  -0.59
S: -1.899 0.417 0.040  0.88
H: 1.808 0.377 0.743  0.11
H: 0.451 -1.007 0.528  0.07
H: -1.712 0.728 -1.259  -0.02

Version ii
Computed, not measured: a 2-piece molecular cluster, CH3NOS overall, with the ωB97M-V functional and the def2-TZVPD basis.

Computed properties:
SMILES = C#[N+][O-].S
multiplicity = 1
frontier orbital gap = 10.54 eV
E_LUMO = 0.028 Eh

Last column: Löwdin charge in e.
Geometry (Å):
C: 1.187 -1.944 1.170  0.16
N: 0.171 -2.156 0.647  -0.23
O: -0.855 -2.450 0.152  0.04
H: 2.145 -1.814 1.219  0.01
S: -0.475 1.500 -0.319  0.43
H: -1.274 2.061 0.730  -0.15
H: -1.249 1.306 -1.357  -0.26

Version iii
Computed, not measured: one molecule with the formula CH3NOS, with the ωB97M-V functional and the def2-TZVPD basis.

Computed properties:
SMILES = C[N+]([O-])=S
multiplicity = 1
frontier orbital gap (spin up / spin down) = 8.33 / 8.33 eV
E_LUMO (spin up / spin down) = -0.032 / -0.032 Eh

Last column: Löwdin charge in e.
Geometry (Å):
C: 0.644 0.167 -0.011  -0.10
N: -0.721 -0.331 -0.029  -0.79
O: -0.993 -1.499 -0.014  -0.02
S: -1.863 0.858 -0.011  0.68
H: 1.042 -0.140 -0.913  0.07
H: 1.279 -0.249 0.830  0.13
H: 0.611 1.195 0.147  0.03

Version iv
Computed, not measured: a 2-piece molecular cluster, CH3NOS overall, with the ωB97M-V functional and the def2-TZVPD basis.

Computed properties:
multiplicity = 1
frontier orbital gap (spin up / spin down) = 7.79 / 8.11 eV
E_LUMO (spin up / spin down) = -0.037 / -0.026 Eh

Last column: Löwdin charge in e.
Geometry (Å):
C: 1.100 0.183 0.026  0.11
N: -1.252 -0.257 -0.054  -0.75
O: -1.380 -1.453 -0.010  -0.04
S: -2.107 1.008 0.024  0.72
H: 0.895 0.851 -0.708  -0.04
H: 1.193 -0.866 -0.179  0.01
H: 1.551 0.534 0.900  -0.01

Tell me which of them is the least stable. Sure, it is version iv.

Version i
Computed, not measured: a 2-piece molecular cluster, CH3N2O3S overall, with the ωB97M-V functional and the def2-TZVPD basis.

Computed properties:
multiplicity = 1
frontier orbital gap (spin up / spin down) = 4.77 / 8.70 eV
total charge = -1
E_LUMO (spin up / spin down) = 0.078 / 0.131 Eh

Last column: Löwdin charge in e.
Geometry (Å):
C: 1.375 0.632 -0.088  -0.67
N: 0.851 -0.529 0.771  -0.12
N: -0.048 -1.372 0.600  -0.01
O: 2.568 0.625 0.211  -0.03
O: 0.594 1.260 -0.827  -0.03
O: -2.016 0.431 -1.229  -0.68
S: -2.978 0.072 0.022  0.50
H: 1.620 -0.705 1.377  0.09
H: -0.928 -1.084 0.100  -0.05
H: -1.038 0.669 -0.935  0.01

Version ii
Computed, not measured: CH3N2O3S as an isolated structure, with the ωB97M-V functional and the def2-TZVPD basis.

Computed properties:
multiplicity = 1
frontier orbital gap = 9.16 eV
total charge = -1
E_LUMO = 0.150 Eh

Last column: Löwdin charge in e.
Geometry (Å):
C: 0.055 -0.491 0.182  -0.52
N: -0.881 0.490 -0.197  -0.02
N: 0.558 0.665 -0.427  -0.01
O: -0.341 -1.819 -2.034  -0.39
O: 1.312 -2.690 -0.420  -0.40
O: -1.072 -2.774 0.105  -0.40
S: -0.008 -2.113 -0.643  0.36
H: 0.297 -0.922 1.502  0.20
H: -1.284 0.158 -1.083  0.08
H: 0.908 1.369 0.226  0.08

Tell me which of them is the least stable. Sure, it is version i.

Version i
Computed, not measured: H2INS as an isolated structure, with the ωB97M-V functional and the def2-TZVPD basis.

Computed properties:
multiplicity = 1
frontier orbital gap = 7.98 eV
E_LUMO = -0.036 Eh

Last column: Löwdin charge in e.
Geometry (Å):
N: -0.403 -0.214 0.194  -1.10
S: 1.080 -0.237 -0.615  0.49
I: -1.191 1.640 0.770  0.56
H: -0.011 -0.918 1.488  0.20
H: 0.526 -0.272 -1.837  -0.15

Version ii
Computed, not measured: a 2-piece molecular cluster, H2INS overall, with the ωB97M-V functional and the def2-TZVPD basis.

Computed properties:
multiplicity = 1
frontier orbital gap = 8.00 eV
E_LUMO = -0.040 Eh

Last column: Löwdin charge in e.
Geometry (Å):
N: -0.209 -0.670 -0.223  -0.56
S: 0.239 0.788 -0.236  0.21
I: -1.520 2.426 -1.183  0.15
H: -1.040 -0.566 1.162  0.21
H: 1.215 0.771 -1.355  -0.01

Tell me which of them is the least stable. Sure, it is version ii.

Version i
Computed, not measured: a 2-piece molecular cluster, C4H9O overall, with the ωB97M-V functional and the def2-TZVPD basis.

Computed properties:
multiplicity = 1
frontier orbital gap = 6.11 eV
total charge = -1
E_LUMO = 0.153 Eh

Last column: Löwdin charge in e.
Geometry (Å):
C: -0.567 -1.389 1.609  -0.57
O: -1.000 -2.005 0.514  -0.40
H: -0.885 -1.835 2.568  0.01
H: 0.482 -1.224 1.758  0.00
H: -1.092 -0.326 1.942  0.05
C: 0.823 1.133 0.354  -0.14
C: 0.251 1.624 -1.021  -0.20
C: 0.577 0.824 -2.071  -0.06
H: -0.121 0.952 0.818  0.01
H: 1.315 0.167 0.483  0.06
H: 1.394 1.896 0.900  0.06
H: -0.422 2.464 -0.910  0.08
H: -0.137 1.001 -2.967  0.05
H: 0.962 -0.203 -1.934  0.06

Version ii
Computed, not measured: a 2-piece molecular cluster, C4H9O overall, with the ωB97M-V functional and the def2-TZVPD basis.

Computed properties:
multiplicity = 1
frontier orbital gap = 6.07 eV
total charge = -1
E_LUMO = 0.151 Eh

Last column: Löwdin charge in e.
Geometry (Å):
C: 2.444 0.330 1.157  -0.52
O: 1.321 1.033 0.934  -0.44
H: 2.609 -0.566 0.499  0.01
H: 3.411 0.888 0.991  0.02
H: 2.392 -0.180 2.187  0.03
C: -0.685 0.539 -0.957  -0.15
C: -1.683 -0.534 -1.111  -0.25
C: -1.940 -1.467 -0.156  -0.04
H: -0.772 1.134 -1.881  0.06
H: -0.658 1.226 -0.119  0.06
H: 0.305 0.057 -0.969  0.07
H: -2.544 -0.486 -1.785  0.07
H: -2.883 -2.011 -0.265  0.03
H: -1.160 -1.870 0.476  0.05

Version iii
Computed, not measured: a 2-piece molecular cluster, C4H9O overall, with the ωB97M-V functional and the def2-TZVPD basis.

Computed properties:
multiplicity = 1
frontier orbital gap = 6.31 eV
total charge = -1
E_LUMO = 0.152 Eh

Last column: Löwdin charge in e.
Geometry (Å):
C: -0.915 -0.133 2.443  -0.51
O: -1.550 -0.655 1.375  -0.44
H: -1.435 -0.402 3.405  0.02
H: 0.107 -0.530 2.685  0.03
H: -0.857 0.982 2.465  0.03
C: 0.878 1.083 -0.979  -0.12
C: 0.217 -0.277 -1.026  -0.23
C: 0.295 -1.089 -2.082  -0.06
H: 0.239 1.705 -1.605  0.06
H: 1.049 1.552 -0.011  0.05
H: 1.889 1.040 -1.416  0.06
H: -0.443 -0.459 -0.149  0.05
H: -0.610 -1.635 -2.341  0.03
H: 1.136 -1.184 -2.765  0.03

Tell me which of them is the least stable. Sure, it is version i.